(1)
ORCA calculation (wB97M-V/def2-TZVPD) on a structure of composition C27H41NO5PbSeSi.

```
77
Properties=species:S:1:pos:R:3:forces:R:3
Pb -0.316067 0.250234 1.442871 -0.06 0.02 -0.20
C 2.070556 -0.826342 -0.900875 0.16 0.76 -0.59
C 0.934563 -1.575289 -0.735079 -0.66 0.20 0.16
C -0.185931 -0.891678 -1.680254 -0.06 -0.54 0.50
C 0.442096 0.112731 -2.301743 0.60 0.20 -0.19
C 1.831048 0.166260 -1.877905 -0.09 -0.37 0.28
C 2.882357 1.055657 -2.444296 0.17 0.19 -0.08
C 2.319151 2.007921 -3.506286 -0.05 -0.01 0.05
C 3.956918 0.140660 -3.076768 -0.08 -0.08 -0.05
C 3.550325 1.876699 -1.318516 -0.03 -0.17 0.01
C -1.621642 -1.282460 -1.967335 -0.13 -0.25 0.16
C -1.659479 -2.695992 -2.596554 0.05 0.09 0.00
C -2.537509 -1.233900 -0.720244 0.08 0.10 -0.17
C -2.233915 -0.309217 -2.986593 0.10 0.06 -0.01
C 1.012366 -2.930196 -0.076418 -0.12 -0.08 0.26
C 1.382093 -3.928747 -1.200712 -0.03 0.04 -0.16
C -0.253300 -3.420124 0.636590 -0.01 0.00 -0.10
C 2.145813 -2.937258 0.968093 0.03 0.11 0.02
H 3.028459 -1.008926 -0.436685 -0.16 0.03 -0.01
H -0.001328 0.790231 -3.017776 0.08 -0.03 0.22
H 1.948751 1.458162 -4.378130 0.03 0.07 0.10
H 3.109329 2.683163 -3.842915 -0.04 -0.05 0.00
H 1.500633 2.618761 -3.107199 0.12 -0.08 -0.04
H 3.522458 -0.513859 -3.839247 0.05 0.08 0.07
H 4.446303 -0.484109 -2.325504 -0.04 0.08 -0.06
H 4.712168 0.770803 -3.550529 -0.01 -0.04 0.01
H 2.880175 2.655162 -0.961588 -0.10 0.08 0.09
H 4.445448 2.354540 -1.723210 -0.05 0.00 0.03
H 3.844942 1.254609 -0.467948 -0.02 0.06 -0.12
H -1.478087 -3.490446 -1.873275 -0.02 0.06 -0.10
H -0.924621 -2.786344 -3.403217 -0.09 0.02 0.05
H -2.650681 -2.857064 -3.025914 0.04 -0.01 0.04
H -2.131261 -1.766903 0.137921 -0.04 -0.02 -0.08
H -3.500901 -1.683920 -0.976804 0.05 0.00 0.01
H -2.708496 -0.191842 -0.439188 0.03 -0.13 -0.04
H -1.721635 -0.358458 -3.953827 -0.06 -0.01 0.10
H -2.208077 0.717496 -2.612463 0.00 -0.07 -0.02
H -3.277661 -0.589944 -3.144759 0.05 0.02 -0.01
H 0.618091 -3.979658 -1.979636 0.08 -0.01 0.11
H 1.492270 -4.922577 -0.761184 0.00 0.05 -0.02
H 2.327680 -3.644592 -1.668485 -0.05 -0.04 0.05
H -1.112331 -3.509378 -0.023443 0.06 0.02 0.09
H -0.511449 -2.759642 1.468277 0.01 -0.06 -0.03
H -0.052098 -4.410857 1.046969 0.00 0.02 0.01
H 3.134653 -2.910074 0.503903 -0.09 0.02 0.04
H 2.084425 -3.858215 1.549666 0.02 0.02 -0.03
H 2.060531 -2.089323 1.658363 0.00 -0.12 -0.06
O 2.117904 6.158510 1.177760 -0.04 -0.06 -0.06
C 1.692330 4.877414 1.194996 0.09 0.11 0.02
C 2.214869 3.929181 2.068751 0.15 0.11 0.13
C 1.686772 2.658915 2.044064 -0.15 -0.08 -0.15
N 0.711251 2.333287 1.199966 0.03 0.12 -0.14
C 0.231589 3.226318 0.326020 0.13 -0.18 0.21
C 0.700815 4.515959 0.287705 -0.02 0.16 -0.07
C -0.833889 2.711671 -0.626003 -0.23 -0.18 -0.38
O -1.097511 3.389311 -1.620126 0.08 -0.34 0.41
O -1.310474 1.568861 -0.300723 0.05 0.40 -0.17
C 2.186645 1.549320 2.965580 0.05 -0.18 0.13
O 3.147322 1.803836 3.677908 -0.26 -0.18 -0.17
O 1.528706 0.448146 2.867763 0.25 0.14 -0.01
H 2.778512 6.292010 1.865055 0.05 0.01 0.05
H 3.011402 4.144565 2.775323 -0.10 0.00 -0.07
H 0.288513 5.222054 -0.421193 0.04 -0.06 0.03
C -4.718884 -0.248303 1.970771 -0.38 -0.13 -0.30
Si -3.666960 -0.157784 3.493321 0.42 0.11 -0.21
C -4.623417 0.489256 4.933814 -0.30 0.11 0.36
C -2.953095 -1.829806 3.873501 0.03 -0.45 0.13
Se -1.981497 1.337675 3.213974 0.24 0.15 -0.01
H -5.702368 -0.682429 2.205380 0.19 0.06 -0.09
H -4.243936 -0.875200 1.206168 -0.14 0.15 0.15
H -4.873947 0.748032 1.545817 0.00 -0.12 0.03
H -5.472188 -0.173090 5.151676 0.11 0.13 0.00
H -5.010744 1.492324 4.730189 0.02 -0.10 0.04
H -3.988447 0.545160 5.822878 -0.09 -0.01 -0.06
H -3.707054 -2.481079 4.340389 0.17 0.08 -0.13
H -2.107252 -1.735854 4.561076 -0.10 -0.04 -0.05
H -2.602096 -2.324017 2.958048 -0.02 0.05 0.13
```
Forces are in eV/Å.

Kohn-Sham gap (alpha / beta)	5.0 / 5.0	eV
energy relative to the best compared isomer or geometry (same formula, charge and spin)	135.8	kJ/mol
electronic energy	-118865.7538	eV
2S+1	1
total charge	0
E_LUMO (alpha / beta)	-2.97 / -2.97	eV

Let us look at the Löwdin charges, expressed in e, one per atom: 1.1713 -0.0358 -0.0789 -0.0651 0.0175 -0.0649 -0.5366 -0.0377 -0.0251 -0.0096 -0.5107 -0.0357 -0.0772 -0.0469 -0.5402 -0.0129 -0.0531 -0.0402 0.1254 0.1218 0.0936 0.0920 0.0897 0.0949 0.0860 0.0918 0.0767 0.0946 0.0913 0.0571 0.0936 0.0908 0.0326 0.0982 0.0624 0.0943 0.0854 0.0938 0.0688 0.0971 0.0934 0.0582 0.0504 0.0950 0.0859 0.0935 0.0852 0.0906 -0.2740 0.0742 -0.1771 0.0223 -0.1706 0.0811 -0.6034 0.0392 -0.2064 -0.6081 0.0544 -0.2151 0.1159 0.1347 0.1388 -0.2152 0.0663 -0.2381 -0.2251 0.3342 0.0384 0.0021 0.0399 0.0368 0.0340 0.0339 0.0368 0.0346 0.0132

(2)
ORCA calculation (wB97M-V/def2-TZVPD) on a structure of composition C27H42BBr4I3NO5 in a non-equilibrium geometry.

```
83
Properties=species:S:1:pos:R:3:forces:R:3
C 1.672551 -2.871281 2.330687 0.77 -0.18 -6.79
C 2.030092 -2.913203 1.062981 -2.07 0.15 5.54
C 2.250737 -3.004127 -0.522433 -1.59 -0.66 0.87
C 1.606504 -1.718222 -1.232386 -0.06 3.52 -1.64
C 2.624013 -0.577430 -1.675978 -4.53 0.13 0.06
C 4.195749 -0.742018 -1.341220 -0.74 -0.38 -0.33
C 4.887719 -1.429858 -2.630321 6.04 -1.32 0.32
O 6.121035 -1.774463 -2.658717 -6.72 2.02 0.53
I 3.747369 -1.903292 -4.470549 0.32 0.25 1.01
C 2.011314 0.675328 -2.437649 0.05 -2.86 1.34
B 3.211280 1.778271 -2.762440 0.30 1.75 -0.55
O 3.713259 2.465268 -1.560883 -1.49 -0.23 -2.69
O 3.656806 2.051359 -4.102152 -0.49 -0.30 3.96
C 4.984027 2.661385 -4.153715 1.77 0.25 -1.96
C 6.090020 1.479056 -4.103617 -0.33 0.57 -0.55
N 0.576555 0.853295 -2.778456 1.46 -3.67 1.98
C 0.253583 2.106410 -3.503493 1.35 3.13 -1.62
Br -1.075742 2.103390 -4.998389 0.55 -0.70 0.95
C 0.153554 3.440078 -2.520018 0.71 -0.36 0.90
C -0.098120 3.097406 -0.968325 0.33 0.80 0.43
Br -1.139003 4.814113 -3.257926 0.95 -0.85 0.88
C -0.422123 -0.170267 -2.324062 1.58 -1.78 1.17
C -1.996937 -0.027418 -2.570654 -0.34 -0.67 2.05
Br -2.648039 -0.833968 -4.323219 0.91 0.62 0.83
C -2.739127 1.332288 -2.146952 -1.94 0.13 -2.11
C -4.198979 1.334680 -2.908041 -0.36 1.57 1.09
Br -3.213958 1.451017 -0.191801 0.66 -0.14 -1.12
C 0.039178 -1.490827 -1.517954 2.99 1.97 -0.75
C -0.896123 -2.645239 -0.934842 0.71 -0.99 0.24
I -2.198104 -1.994482 0.757462 0.96 -0.11 -0.60
C -1.627874 -3.630189 -1.985382 0.43 -1.28 -0.29
C -0.989021 -3.692570 -3.464361 0.25 -0.74 -0.19
I -3.848537 -3.475442 -1.989014 0.86 -0.13 -0.40
H 1.095371 -2.841013 3.338952 1.63 -0.02 -2.17
H 3.334378 -3.248085 -0.824958 -1.74 0.83 0.55
H 1.637508 -3.927080 -0.896213 1.11 1.61 0.77
H 4.407797 -1.470999 -0.453114 -0.75 1.21 -1.69
H 4.719307 0.226041 -0.978810 -0.90 -1.38 -1.19
H 3.650721 3.448987 -1.702832 0.53 -1.33 0.21
H 5.161810 3.515501 -3.407354 -0.44 -1.52 -0.87
H 5.079674 3.141687 -5.213714 -0.46 -0.85 1.96
H 5.593323 0.524528 -4.539829 0.91 1.64 0.92
H 6.508944 1.321518 -3.045623 -0.64 0.08 -1.68
H 6.929557 1.766175 -4.843489 -1.17 -0.50 1.46
H 1.102458 2.461216 -4.234576 -0.98 -1.60 1.92
H 1.175241 4.006466 -2.547235 -1.93 -1.18 -0.37
H -0.475619 2.044115 -0.732089 0.41 1.61 -0.54
H 0.906107 3.233765 -0.392811 -1.74 -0.28 -1.05
H -0.831951 3.880540 -0.552758 1.09 -1.41 -0.53
H -2.536788 -0.785420 -1.855824 1.46 1.16 -1.21
H -2.259529 2.321579 -2.418364 -0.29 -1.47 0.49
H -4.120292 1.664470 -4.010471 0.05 -0.93 1.76
H -4.792978 0.367684 -2.739351 1.14 1.35 -0.45
H -4.811711 2.177638 -2.379240 1.11 -1.50 -0.96
H -0.271348 -3.385581 -0.278577 -0.67 1.83 -1.48
H -1.516269 -4.730846 -1.601948 -0.26 2.31 -0.36
H -0.133643 -4.487993 -3.422853 -1.39 1.51 -0.09
H -1.760760 -4.094046 -4.228730 1.25 0.74 1.41
H -0.561468 -2.714389 -3.873035 -0.70 -1.38 0.78
C 1.116259 1.103362 6.076581 0.30 0.01 0.10
C 0.606199 0.161046 4.997829 -0.51 0.33 0.45
C -0.457865 0.825677 4.139754 -0.08 -0.01 -0.32
O 0.060103 -1.006953 5.607571 0.15 -0.25 -0.15
H 0.305627 1.402661 6.749143 -0.03 0.02 -0.16
H 1.871838 0.608299 6.693252 -0.04 0.04 -0.13
H 1.556636 2.003396 5.638784 -0.04 -0.03 0.07
H 1.440265 -0.160511 4.366319 -0.08 -0.16 0.10
H -1.323805 1.115278 4.744366 0.14 0.04 0.07
H -0.823419 0.132083 3.376687 0.09 0.03 0.00
H -0.065094 1.717578 3.643467 -0.06 -0.03 0.02
H -0.680631 -0.733120 6.169466 0.04 -0.08 -0.17
C -5.739257 -0.286945 6.448333 -0.11 0.25 0.15
C -4.420551 -0.282652 5.691736 -0.34 -0.59 0.08
C -4.482765 -1.178713 4.464662 0.13 0.04 -0.30
O -3.377275 -0.733233 6.554991 0.36 0.13 0.04
H -5.983936 -1.294211 6.801618 0.02 0.01 -0.16
H -5.676110 0.351735 7.333908 0.01 -0.01 -0.15
H -6.557665 0.069738 5.817234 0.04 -0.06 0.07
H -4.174069 0.739319 5.388534 0.16 -0.10 0.15
H -4.683325 -2.217369 4.747772 -0.11 0.10 0.05
H -3.523355 -1.174292 3.937768 -0.04 0.08 0.05
H -5.263505 -0.848625 3.773852 0.03 -0.06 0.04
H -3.586339 -1.637733 6.829171 0.02 0.23 -0.06
```
Forces are in eV/Å.

Kohn-Sham gap	6.3	eV
electronic energy	-345539.4098	eV
2S+1	1
total charge	+1
E_LUMO	-4.84	eV

Let us look at the Löwdin charges, expressed in e, one per atom: 0.1047 -0.0909 -0.1560 -0.0097 -0.0913 -0.1012 -0.6737 -0.0563 0.8824 0.0816 -0.5026 0.0675 -0.0120 -0.2018 -0.0624 0.0020 -0.6150 0.7147 -0.6483 -0.1445 0.6399 -0.0205 -0.6073 0.6695 -0.7002 -0.2171 0.6273 -0.0406 -0.6825 0.7841 -0.7309 -0.1941 0.7371 0.0803 0.1191 0.1309 0.1431 0.1451 0.1263 0.1288 0.1442 0.0468 0.0938 0.0967 0.0983 0.0952 0.0378 0.0992 0.0820 -0.0016 0.0169 0.0660 0.0789 0.0807 0.0544 0.0893 0.0959 0.0791 0.0319 -0.0603 -0.5046 -0.0593 -0.0677 0.0857 0.0828 0.0800 0.1277 0.0797 0.0524 0.0785 0.0765 -0.0607 -0.5003 -0.0626 -0.0631 0.0843 0.0834 0.0829 0.1364 0.0865 0.0524 0.0831 0.0952